The following is a DFT calculation (ωB97M-V with the def2-TZVPD basis set) of a molecular structure, C4H6B3F12N2Ni.

The spin multiplicity is 3. For the HOMO-LUMO gap (spin up / spin down), the calculation gives 0.388 / 0.388 Eh. The calculation puts the LUMO energy (spin up / spin down) at 0.0807 / 0.0807 Eh. The molar mass comes out at 401.21 g mol⁻¹. Its net charge is -1.

Each line ends with the Mulliken charge.
Positions of all 28 atoms, in Å:
1 Ni 1.7754 -11.0904 -5.2215  1.960
2 B 3.3222 -12.7585 -3.5096  0.454
3 F 2.7264 -13.6462 -2.6076  -0.380
4 F 2.8223 -11.4491 -3.3151  -0.438
5 F 4.7038 -12.8018 -3.4083  -0.371
6 F 2.9103 -13.0357 -4.8507  -0.348
7 B -0.2905 -11.9344 -3.9098  0.519
8 F 0.3834 -10.7145 -3.8370  -0.363
9 F -0.0117 -12.6392 -2.7469  -0.348
10 F -1.6503 -11.7710 -4.1582  -0.387
11 F 0.3473 -12.5992 -5.0118  -0.409
12 B 3.5348 -9.1535 -5.4935  0.417
13 F 3.6326 -8.4055 -6.6547  -0.378
14 F 2.2121 -9.0747 -4.9145  -0.437
15 F 3.7248 -10.5185 -5.8116  -0.361
16 F 4.4171 -8.7364 -4.5048  -0.382
17 C 1.6287 -12.8269 -9.7139  -0.995
18 C 1.8448 -12.4139 -8.3245  0.399
19 N 2.0117 -12.0505 -7.2564  -0.109
20 H 1.6421 -11.8845 -10.2680  0.274
21 H 0.6279 -13.2336 -9.8424  0.280
22 H 2.3798 -13.5120 -10.0884  0.295
23 C -2.3400 -9.2728 -6.8131  -1.003
24 C -0.9470 -9.7014 -6.6741  0.331
25 N 0.1429 -10.0357 -6.5654  -0.124
26 H -2.4132 -8.5445 -7.6200  0.364
27 H -2.7375 -8.9085 -5.8738  0.267
28 H -2.9092 -10.1298 -7.1766  0.273